(1)
The following is a DFT calculation (wB97M-V/def2-TZVPD) of C6H9N in the gas phase.

Geometry as XYZ:
```
16
Properties=species:S:1:pos:R:3:nbo_charge:R:1
H -0.345 -0.861 -1.675 0.189
C -1.930 -0.021 1.083 -0.614
C 1.768 -0.325 -1.280 -0.257
H -2.556 0.022 1.978 0.230
H 1.748 0.476 -2.021 0.191
H 0.949 1.874 0.276 0.224
H -2.555 0.200 0.210 0.220
H 2.740 -0.794 -1.146 0.207
C 0.237 1.071 0.046 -0.219
H 0.593 -2.168 -0.798 0.206
H -1.541 -1.041 0.991 0.229
C 0.530 -1.119 -1.076 -0.265
N 0.982 -0.171 -0.071 -0.398
C -0.793 0.962 1.161 -0.376
C -0.563 1.768 2.163 0.252
H -0.283 1.349 -0.892 0.181
```

As for the spin multiplicity: 1.



(2)
The following is a DFT calculation (wB97M-V/def2-TZVPD) of C3H7NO2 in the gas phase.

Geometry as XYZ:
```
13
Properties=species:S:1:pos:R:3:nbo_charge:R:1
H 0.831 -2.482 -0.642 0.222
H -1.324 -1.418 0.079 0.167
H 0.500 3.315 0.334 0.400
C 0.647 -1.421 -0.836 -0.660
O 0.058 -1.012 1.474 -0.719
C -0.367 -0.897 0.164 0.381
O -0.678 0.489 -0.154 -0.539
H 1.588 -0.870 -0.729 0.222
N -0.090 2.560 0.021 -0.801
H 0.283 -1.299 -1.860 0.215
H 0.742 -0.319 1.563 0.489
H -0.971 2.786 -0.435 0.382
C 0.266 1.312 0.306 0.242
```

As for the spin multiplicity: 1.



(3)
The following is a DFT calculation (wB97M-V/def2-TZVPD) of C4H3N3S in the gas phase at a distorted geometry.

Geometry as XYZ:
```
11
Properties=species:S:1:pos:R:3:nbo_charge:R:1
N 0.356 0.602 2.571 -0.253
S -1.100 -2.190 -0.793 -0.094
C -0.556 1.559 -0.581 0.271
C -0.174 0.533 1.572 0.273
N 1.147 -0.884 -0.574 -0.752
C -0.146 -0.889 -0.319 0.149
H 1.614 0.041 -0.671 0.402
N -0.283 2.453 -1.251 -0.245
H -1.769 0.066 0.405 0.318
H 1.695 -1.672 -0.608 0.420
C -0.784 0.380 0.248 -0.489
```

The structure (SMILES) is N#CC(C#N)C(N)=S. As for the spin multiplicity: 1.



(4)
The following is a DFT calculation (wB97M-V/def2-TZVPD) of C4H5ClS in the gas phase at a distorted geometry.

Geometry as XYZ:
```
11
Properties=species:S:1:pos:R:3:nbo_charge:R:1
C -0.440 0.351 0.619 -0.344
C 0.051 -1.555 -0.848 -0.216
H -0.660 -0.030 1.632 0.238
Cl 1.543 -1.858 -0.078 0.006
C -0.805 -0.614 -0.485 -0.228
H 1.125 1.698 1.479 0.232
S -0.989 2.052 0.276 0.110
H 1.363 1.286 -0.361 0.235
C 0.671 1.379 0.520 -0.490
H -1.680 -0.438 -1.096 0.235
H -0.180 -2.270 -1.657 0.221
```

The structure (SMILES) is Cl/C=C\[C@H]1CS1. As for the spin multiplicity: 1.



Sequential HOMO energy output: -9.6, -9.1, -9.3, -8.9 eV